No. 1
Computed, not measured: the molecule C3H3NO2 at a distorted geometry, with ωB97M-V with the def2-TZVPD basis set.

CARTESIAN COORDINATES (ANGSTROEM)
C  1.218  -0.246  0.181
O  0.283  -0.440  -0.890
C  -0.985  -0.047  -0.829
O  -1.759  -0.177  -1.733
C  -1.409  0.551  0.460
N  -1.736  0.976  1.484
H  0.740  0.106  1.098
H  1.689  -1.211  0.370
H  1.959  0.489  -0.140

The value obtained for the maximum force is 1.07 eV/Å. Its SMILES is COC(=O)C#N. The charge is 0. Its HOMO-LUMO gap is 0.4338 Eh. The energy above the lowest of the compared OMol25 structures with the same formula, charge and spin comes out at 150.2 kJ/mol.

---

No. 2
Computed, not measured: the molecule C3H3NO2 at a distorted geometry, with ωB97M-V with the def2-TZVPD basis set.

CARTESIAN COORDINATES (ANGSTROEM)
C  1.986  -1.318  -0.996
C  1.194  -0.765  -0.298
C  0.049  -0.219  0.503
O  -0.139  -0.323  1.694
O  -0.691  0.454  -0.453
N  -1.802  1.142  0.012
H  2.943  -1.446  -1.574
H  -1.434  1.941  0.403
H  -2.105  0.535  0.709

The value obtained for the maximum force is 3.19 eV/Å. Its SMILES is C#CC(=O)ON. The charge is 0. Its HOMO-LUMO gap is 0.4061 Eh. The energy above the lowest of the compared OMol25 structures with the same formula, charge and spin comes out at 438.5 kJ/mol.

---

No. 3
Computed, not measured: a structure of composition C3H3NO2 at a distorted geometry, with ωB97M-V with the def2-TZVPD basis set.

CARTESIAN COORDINATES (ANGSTROEM)
O  -0.011  1.805  -0.223
C  0.281  0.662  0.469
C  -1.071  -0.889  -0.002
O  -2.218  -0.802  0.033
C  1.258  -0.251  0.062
N  1.393  -1.375  -0.343
H  0.062  1.632  -1.171
H  0.177  0.833  1.539
H  0.130  -1.616  -0.364

The value obtained for the maximum force is 1.18 eV/Å. The charge is 0. Its HOMO-LUMO gap is 0.3533 Eh. The energy above the lowest of the compared OMol25 structures with the same formula, charge and spin comes out at 395.3 kJ/mol.